No. 1
{"formula": "C9H14", "method": "ωB97M-V/def2-TZVPD", "e_homo_ev": -9.011, "e_tot_ev": -9559.9602, "max_force_ev_per_a": 0.9, "gap_ha": 0.36784, "smiles": "Cc1ccccc1.CC", "species": ["C", "C", "C", "C", "C", "C", "C", "H", "H", "H", "H", "H", "H", "H", "H", "C", "C", "H", "H", "H", "H", "H", "H"], "coordinates": [[-0.64693, 2.01839, 1.84216], [0.20391, 1.50145, 0.72054], [-0.38268, 1.00946, -0.44679], [0.38869, 0.32564, -1.37241], [1.76297, 0.18858, -1.22649], [2.37317, 0.76095, -0.11772], [1.58676, 1.36730, 0.85301], [-1.16610, 2.93764, 1.57977], [-0.16289, 2.15130, 2.80553], [-1.43156, 1.27752, 2.04707], [-1.44106, 1.12265, -0.60338], [-0.10401, -0.11797, -2.22424], [2.30730, -0.33765, -1.99818], [3.43518, 0.67715, 0.05819], [2.04764, 1.86305, 1.70403], [-1.42563, -2.89454, -0.75502], [-2.56860, -3.00399, 0.23532], [-1.15166, -3.85538, -1.17349], [-1.65823, -2.32090, -1.65586], [-0.48272, -2.52891, -0.34187], [-2.88997, -2.01888, 0.56886], [-2.26480, -3.56114, 1.12166], [-3.41325, -3.52557, -0.21843]], "mulliken_charge": [-1.354, 0.743, -0.363, -0.431, -0.533, -0.495, -0.401, 0.312, 0.359, 0.286, 0.391, 0.426, 0.380, 0.362, 0.311, -0.810, -0.818, 0.370, 0.225, 0.250, 0.246, 0.270, 0.275]}

---

No. 2
{"formula": "C3H4ClIN3O", "method": "ωB97M-V/def2-TZVPD", "e_homo_ev": -13.839, "e_tot_ev": -30305.4307, "charge": 1, "max_force_ev_per_a": 5.2, "gap_ha": 0.34726, "smiles": "N[n+]1c(I)cc(Cl)n1O", "species": ["N", "N", "C", "I", "C", "C", "Cl", "N", "O", "H", "H", "H", "H"], "coordinates": [[0.11938, 1.17988, 0.95075], [0.37520, 0.40572, -0.22142], [1.52152, -0.10693, -0.65874], [3.36713, 0.85915, -0.33033], [1.23816, -1.27294, -1.36686], [-0.09364, -1.42388, -1.45919], [-0.94275, -2.66082, -2.17215], [-0.64508, -0.46729, -0.52120], [-1.86571, -0.21207, -0.08350], [1.03386, 1.26323, 1.61061], [-0.17298, 2.08337, 0.79519], [2.00093, -1.95048, -1.93666], [-1.93991, -0.49412, 0.86633]], "mulliken_charge": [-0.658, 0.466, -0.123, 0.299, -0.433, 0.419, -0.063, 0.213, -0.405, 0.287, 0.260, 0.327, 0.412]}

---

No. 3
{"formula": "C34H82NO23P7S", "method": "ωB97M-V/def2-TZVPD", "e_homo_ev": -7.660, "e_tot_ev": -161017.1472, "max_force_ev_per_a": 9.7, "gap_ha": 0.18999, "smiles": "O=P(O)(O)P(CCCS)CCCCCCCCCCCCn1cccc1.COP(=O)(OC)OC.COP(=O)(OC)OC.COP(=O)(OC)OC.COP(=O)(OC)OC.COP(=O)(OC)OC", "species": ["O", "P", "O", "O", "P", "C", "C", "C", "S", "C", "C", "C", "C", "C", "C", "C", "C", "C", "C", "C", "C", "N", "C", "C", "C", "C", "H", "H", "H", "H", "H", "H", "H", "H", "H", "H", "H", "H", "H", "H", "H", "H", "H", "H", "H", "H", "H", "H", "H", "H", "H", "H", "H", "H", "H", "H", "H", "H", "H", "H", "H", "H", "H", "C", "O", "P", "O", "O", "C", "O", "C", "H", "H", "H", "H", "H", "H", "H", "H", "H", "C", "O", "P", "O", "O", "C", "O", "C", "H", "H", "H", "H", "H", "H", "H", "H", "H", "C", "O", "P", "O", "O", "C", "O", "C", "H", "H", "H", "H", "H", "H", "H", "H", "H", "C", "O", "P", "O", "O", "C", "O", "C", "H", "H", "H", "H", "H", "H", "H", "H", "H", "C", "O", "P", "O", "O", "C", "O", "C", "H", "H", "H", "H", "H", "H", "H", "H", "H"], "coordinates": [[-0.80194, 1.28127, -0.27973], [-2.04778, 2.04211, 0.05404], [-2.77199, 2.61234, -1.35486], [-1.53319, 3.35935, 0.96617], [-3.48463, 0.93017, 1.26256], [-2.56374, -0.00251, 2.63923], [-1.28341, -0.77432, 2.12974], [-0.84922, -1.79891, 3.28047], [-1.21201, -3.52668, 2.75126], [-4.31364, -0.42877, 0.26428], [-3.48822, -0.94242, -0.99505], [-4.36683, -0.72034, -2.29229], [-3.53737, -0.70362, -3.63648], [-2.65302, -2.00449, -3.78769], [-1.19692, -1.69613, -3.20862], [-0.14937, -2.17507, -4.29517], [1.34560, -2.03299, -3.82054], [1.73354, -0.55040, -3.42924], [2.29089, 0.32045, -4.63384], [1.19740, 0.89401, -5.61045], [1.00769, 0.14108, -6.99609], [1.98971, -0.89970, -7.31000], [3.32573, -0.83301, -7.72672], [3.77605, -2.19753, -7.85004], [2.67406, -3.15991, -7.53431], [1.58298, -2.22792, -7.21596], [-3.73019, 2.40541, -1.33493], [-2.11243, 4.12255, 0.77592], [-3.32505, -0.68799, 3.11478], [-2.33442, 0.77916, 3.41596], [-0.43953, -0.05039, 1.98972], [-1.51898, -1.32572, 1.17617], [-1.43627, -1.53244, 4.20550], [0.23951, -1.61586, 3.48030], [-0.08502, -4.21355, 3.16369], [-4.55399, -1.32333, 0.90918], [-5.31474, -0.03227, -0.07437], [-2.46021, -0.50706, -1.08612], [-3.35223, -2.06010, -0.89710], [-4.91131, 0.26090, -2.17984], [-5.10410, -1.56897, -2.38322], [-2.97332, 0.25980, -3.72177], [-4.27389, -0.71194, -4.49483], [-3.10340, -2.91515, -3.31336], [-2.55854, -2.20382, -4.89502], [-0.96054, -2.23995, -2.25952], [-1.09799, -0.58677, -3.11779], [-0.34307, -3.25285, -4.57091], [-0.36845, -1.58253, -5.22868], [2.08827, -2.49162, -4.53215], [1.43303, -2.63808, -2.86701], [0.91801, 0.00158, -2.89444], [2.59139, -0.64382, -2.69672], [2.78736, 1.21378, -4.14784], [3.11591, -0.25948, -5.11712], [0.19848, 0.96914, -5.08735], [1.49908, 1.95600, -5.85147], [1.02423, 0.92595, -7.80952], [-0.03382, -0.28601, -7.02830], [3.84179, 0.13761, -7.86233], [4.81985, -2.45635, -8.13836], [2.67123, -4.26637, -7.53322], [0.58479, -2.62722, -6.94576], [-8.11499, 2.30841, 6.95845], [-6.82040, 1.86203, 6.54773], [-6.22839, 2.61338, 5.13158], [-6.87547, 1.57344, 4.23865], [-4.69352, 2.17445, 5.47216], [-4.22863, 2.08936, 6.81914], [-5.68044, 3.52699, 3.80450], [-6.64395, 4.44288, 3.27915], [-8.40400, 1.76282, 7.85403], [-8.08581, 3.37672, 7.18695], [-8.84760, 2.12218, 6.16830], [-4.40119, 1.08137, 7.19974], [-4.71682, 2.81973, 7.46393], [-3.15542, 2.28279, 6.82965], [-6.92804, 5.16705, 4.04454], [-7.52920, 3.90520, 2.93039], [-6.19619, 4.97354, 2.44020], [1.51517, 6.25884, 8.72662], [1.49656, 4.92795, 9.25029], [0.81804, 3.76481, 8.20268], [-0.59431, 3.96739, 8.70182], [1.54338, 2.54734, 9.01230], [2.80317, 2.73425, 9.65348], [0.37577, 2.66635, 6.98312], [-0.05929, 3.27648, 5.76617], [1.95100, 6.92062, 9.47170], [2.12452, 6.29413, 7.81991], [0.49835, 6.58994, 8.49837], [2.64260, 3.06885, 10.67951], [3.42790, 3.45223, 9.12205], [3.32391, 1.77669, 9.67992], [0.74287, 3.88539, 5.34436], [-0.93901, 3.89888, 5.94813], [-0.31872, 2.49163, 5.05705], [9.22448, -7.21343, -6.54034], [9.41218, -5.87273, -7.00580], [8.14630, -4.80257, -6.60468], [7.33790, -5.10563, -7.84537], [9.10675, -3.50402, -6.84973], [10.50896, -3.56725, -6.60383], [6.97226, -3.78385, -5.91951], [5.95262, -4.47110, -5.19044], [10.07362, -7.81465, -6.85769], [9.16867, -7.22508, -5.44922], [8.30623, -7.63408, -6.95855], [11.02357, -3.88305, -7.51279], [10.74867, -4.24709, -5.78607], [10.85946, -2.56953, -6.33735], [6.39715, -5.02397, -4.36040], [5.41382, -5.15938, -5.84575], [5.25268, -3.73681, -4.79391], [3.99954, -10.98294, -1.03098], [4.88176, -9.86117, -1.11575], [4.84262, -9.03793, -2.61738], [5.92237, -9.96160, -3.15333], [5.53594, -7.71371, -1.95825], [5.23437, -7.31296, -0.62312], [4.76407, -8.22737, -4.12360], [3.90759, -8.85403, -5.07989], [4.11065, -11.44052, -0.05046], [2.96474, -10.65368, -1.15431], [4.24558, -11.71670, -1.80333], [5.93255, -7.79062, 0.06588], [4.20979, -7.56114, -0.34527], [5.36002, -6.23242, -0.54862], [2.88305, -8.88710, -4.70357], [4.25443, -9.86760, -5.29434], [3.92816, -8.26834, -5.99794], [-6.55515, 10.89482, 2.83406], [-6.63765, 10.54756, 4.21963], [-5.41440, 9.48746, 4.75852], [-6.18569, 8.23473, 4.41191], [-5.68457, 9.91679, 6.31007], [-6.12673, 11.23003, 6.64758], [-4.02040, 8.65382, 5.26352], [-3.12935, 8.29340, 4.20650], [-7.38237, 11.55779, 2.59096], [-5.61387, 11.41331, 2.63519], [-6.61691, 9.99615, 2.21432], [-7.21742, 11.25729, 6.64814], [-5.73672, 11.98024, 5.95973], [-5.77478, 11.46651, 7.65202], [-2.77038, 9.18840, 3.69408], [-3.63147, 7.63554, 3.49293], [-2.27836, 7.76778, 4.63713]], "mulliken_charge": [-0.594, 0.738, -0.527, -0.455, 0.124, -0.840, 0.140, -0.598, -0.279, -0.817, 0.215, -0.904, -0.854, -0.772, -0.090, -0.483, -0.539, -0.608, -0.712, -0.249, -0.915, 0.319, -0.423, -0.490, -0.713, -0.385, 0.342, 0.275, 0.482, 0.200, 0.283, -0.200, 0.302, 0.407, 0.125, 0.335, 0.481, -0.132, 0.359, 0.386, 0.251, 0.337, 0.342, 0.351, 0.434, 0.264, 0.096, 0.483, -0.249, 0.169, 0.457, 0.079, 0.415, 0.417, 0.313, 0.079, 0.450, 0.368, 0.362, 0.386, 0.435, 0.441, 0.390, -0.780, -0.282, 0.998, -0.684, -0.237, -0.544, -0.159, -0.756, 0.248, 0.331, 0.303, 0.294, 0.309, 0.102, 0.315, 0.353, 0.193, -0.732, -0.295, 1.050, -0.632, -0.347, -0.573, -0.272, -0.673, 0.252, 0.318, 0.302, 0.228, 0.292, 0.264, 0.323, 0.336, 0.157, -0.722, -0.325, 1.128, -0.654, -0.346, -0.604, -0.349, -0.670, 0.260, 0.329, 0.291, 0.233, 0.294, 0.261, 0.374, 0.294, 0.199, -0.753, -0.285, 0.890, -0.627, -0.268, -0.635, -0.098, -0.779, 0.248, 0.318, 0.306, 0.259, 0.305, 0.251, 0.333, 0.338, 0.202, -0.718, -0.303, 0.975, -0.554, -0.342, -0.572, -0.262, -0.702, 0.251, 0.317, 0.285, 0.224, 0.291, 0.267, 0.316, 0.294, 0.233]}

---

No. 4
{"formula": "CHN3O2S", "method": "ωB97M-V/def2-TZVPD", "e_homo_ev": -10.948, "e_tot_ev": -20449.8329, "max_force_ev_per_a": 2.0, "gap_ha": 0.35231, "species": ["C", "N", "N", "N", "O", "O", "S", "H"], "coordinates": [[1.42310, -0.22178, 0.06392], [0.71824, -1.20549, 0.21461], [0.86181, 1.16361, 0.00600], [-0.29607, 1.33826, 0.03314], [-1.71823, -0.38509, -1.34933], [-2.20845, -0.31543, 1.06274], [-1.27638, -0.20466, -0.00547], [2.49598, -0.16943, -0.02560]], "mulliken_charge": [0.158, -0.432, -0.143, 0.055, -0.436, -0.443, 0.851, 0.390]}